a | Here is a structure of composition C3H3O3 from OMol25. Energies are from ωB97M-V/def2-TZVPD.

```
9
Properties=species:S:1:pos:R:3:mulliken_charge:R:1
C -0.16 1.13 -1.29 0.2701
C -1.82 2.10 -0.86 0.4934
C -0.25 -0.04 -0.29 -0.9070
O -1.48 3.22 -0.58 -0.5471
O 0.74 1.33 -2.08 -0.5542
O -2.74 1.35 -0.84 -0.5110
H -1.25 -0.52 -0.52 0.2288
H -0.12 0.47 0.62 0.2581
H 0.66 -0.79 -0.37 0.2690
```

The HOMO-LUMO gap is 6.928 eV. As for the spin multiplicity: 1. The total charge is -1. The HOMO energy comes out at -2.564 eV.

b | Here is a cluster of 2 separate species, C3H3O3 in total from OMol25. Energies are from ωB97M-V/def2-TZVPD.

```
9
Properties=species:S:1:pos:R:3:mulliken_charge:R:1
C -0.43 -0.23 -1.02 -0.3085
C 1.50 -1.33 0.79 0.2934
C -0.82 0.92 0.01 -1.0459
O 0.81 -1.79 1.64 -0.2490
O -0.85 -0.04 -2.15 -0.3613
O 2.46 -1.05 0.21 -0.1925
H -1.50 1.60 -0.49 0.4447
H 0.12 1.41 0.08 0.1922
H -1.28 0.52 0.93 0.2269
```

The HOMO-LUMO gap (alpha / beta) is 5.311 / 5.311 eV. As for the spin multiplicity: 1. The total charge is -1. The HOMO energy (alpha / beta) comes out at -1.431 / -1.430 eV.

c | Here is the ion C3H3O3 with charge -1 from OMol25. Energies are from ωB97M-V/def2-TZVPD.

```
9
Properties=species:S:1:pos:R:3:mulliken_charge:R:1
O -2.41 0.03 0.70 -0.3912
C -1.70 -0.24 -0.38 -0.1064
O -0.70 -0.97 1.95 -0.5616
C -1.65 -0.12 2.10 0.4964
C -0.58 -1.04 -0.37 -0.5428
O -1.53 0.97 2.65 -0.5744
H -1.76 0.57 -1.12 0.2829
H -0.71 -2.12 -0.31 0.1845
H 0.33 -0.58 -0.76 0.2124
```

Its SMILES is C=COC(=O)[O-]. The HOMO-LUMO gap is 7.104 eV. As for the spin multiplicity: 1. The total charge is -1. The HOMO energy comes out at -2.646 eV.

Most stable structure: a

a | Here is a cluster of 2 separate species, C8H12O2 in total from OMol25. Energies are from ωB97M-V/def2-TZVPD.

```
22
Properties=species:S:1:pos:R:3:mulliken_charge:R:1
C 1.28 1.07 3.42 -0.5179
O 0.91 -0.24 3.00 -0.4608
H 0.43 -0.69 3.70 0.2883
H 1.07 1.75 2.60 0.1767
H 2.36 1.11 3.62 0.2253
H 0.72 1.35 4.31 0.3087
C 1.26 1.54 -1.25 -1.4089
C -1.71 -0.62 -2.19 -0.6800
C -1.68 -1.60 -1.20 0.9846
C -0.71 0.34 -2.23 -0.3841
C 0.31 0.38 -1.28 0.1305
C -0.61 -1.67 -0.32 -0.6297
C 0.34 -0.65 -0.36 -0.1406
O -2.66 -2.55 -1.09 -0.5391
H -2.61 -0.47 -2.78 0.2745
H -0.67 1.07 -3.04 0.3672
H -0.50 -2.45 0.42 0.4068
H -3.18 -2.57 -1.91 0.2963
H 1.85 1.63 -0.35 0.3376
H 0.73 2.49 -1.29 0.3578
H 1.16 -0.75 0.35 0.2778
H 1.90 1.52 -2.13 0.3289
```

Its SMILES is Cc1ccc(O)cc1.CO. The HOMO-LUMO gap is 9.107 eV. As for the spin multiplicity: 1. The total charge is 0. The HOMO energy comes out at -8.218 eV.

b | Here is an isolated molecule of C8H12O2 from OMol25. Energies are from ωB97M-V/def2-TZVPD.

```
22
Properties=species:S:1:pos:R:3:mulliken_charge:R:1
C -1.04 1.68 0.12 -0.4829
C 0.34 1.97 -0.09 -0.8759
C -1.26 0.35 0.23 0.1324
C 1.06 0.84 0.01 0.1262
C -0.01 -0.45 -0.02 1.0533
C -2.49 -0.34 0.57 -1.2925
C -0.03 -1.24 -1.36 -1.1441
C 2.55 0.57 -0.13 -0.6456
O 0.33 -1.46 0.99 -0.6320
O 2.86 -0.73 0.25 -0.6015
H -1.87 2.37 0.21 0.4651
H 0.73 2.93 -0.04 0.5091
H -2.26 -1.42 0.41 0.3278
H -3.35 -0.08 -0.07 0.3279
H -2.82 -0.30 1.62 0.3021
H -0.46 -0.67 -2.27 0.2741
H -0.87 -2.00 -1.13 0.2879
H 0.82 -1.86 -1.53 0.3625
H 2.94 1.28 0.69 0.2555
H 2.83 0.94 -1.03 0.3830
H -0.07 -1.26 1.89 0.3591
H 2.07 -1.13 0.69 0.5085
```

Its SMILES is CC1=CC=C(CO)[C@@]1(C)O. The HOMO-LUMO gap is 8.566 eV. As for the spin multiplicity: 1. The total charge is 0. The HOMO energy comes out at -8.054 eV.

Most stable structure: a

a | Here is a structure of composition C22H31N3O4 from OMol25. Energies are from ωB97M-V/def2-TZVPD.

```
60
Properties=species:S:1:pos:R:3:mulliken_charge:R:1
C -5.38 -1.56 1.87 -1.0950
H -4.21 -1.70 1.95 0.1710
C -5.57 -1.37 0.26 -0.5511
H -6.74 -1.27 0.13 0.3055
H -5.51 -2.61 -0.33 0.1522
C -4.97 -0.48 -0.41 1.0205
N -3.59 -0.91 -0.32 0.0736
C -2.54 -0.51 0.29 0.1610
O -2.67 0.20 1.30 -0.6774
C -1.18 -1.23 0.05 0.6155
C -0.12 -0.30 0.44 -1.0312
C 1.08 -0.92 0.04 -0.3205
C 1.31 -2.45 -0.59 0.3388
C 0.15 -2.87 -0.78 -0.5178
C -1.13 -2.44 -0.69 -1.0280
H -2.07 -3.03 -0.69 0.4824
H 0.27 -4.09 -1.24 -0.0209
O 2.45 -2.88 -0.69 -0.4461
C 3.70 -2.28 -0.06 1.5617
C 4.82 -2.72 -0.66 -2.0857
H 5.68 -2.38 -0.37 0.5447
H 4.80 -3.76 -0.70 0.4863
H 4.79 -2.23 -1.73 0.3362
C 3.53 -0.82 0.42 0.8039
O 4.62 -0.07 0.16 -0.7887
N 2.45 -0.28 0.40 0.4797
C 2.31 0.92 0.69 -1.8760
C 1.68 2.02 -0.50 0.7281
O 1.36 1.30 -1.44 -0.6958
N 1.36 3.10 -0.14 0.2393
C 1.53 3.97 0.98 -0.7393
C 1.14 5.28 0.55 -0.5243
H 2.08 5.86 0.29 0.2530
C 0.10 5.01 -0.45 -0.3135
H -0.88 4.81 0.02 0.2664
C 0.71 4.16 -1.18 -0.6573
H 1.43 4.29 -2.14 0.3125
H -0.10 3.39 -1.46 0.2746
H -0.02 6.07 -1.02 0.2353
H 0.68 5.99 1.63 0.3078
H 0.92 3.40 1.96 0.2422
H 2.41 3.83 1.63 0.4042
H 3.23 1.41 0.84 0.8475
H 1.70 1.14 1.65 0.3587
C 3.47 -3.00 1.31 -1.5738
H 3.76 -4.21 1.24 0.3032
H 2.74 -2.91 1.96 0.4704
H 4.56 -2.89 2.00 0.3151
H -0.16 0.54 0.81 1.6297
H -3.39 -1.31 -1.20 0.3538
C -5.35 -0.31 -1.97 -1.9388
H -6.38 0.02 -2.04 0.4290
H -5.12 -1.29 -2.47 0.3876
H -4.69 0.24 -2.40 0.6241
C -4.98 0.93 0.26 -1.4056
H -4.61 1.14 1.34 0.2721
H -6.18 1.18 0.14 0.2936
H -4.68 1.75 -0.42 0.4368
H -5.93 -2.31 2.23 0.5504
H -5.60 -0.68 2.60 0.2188
```

The HOMO-LUMO gap is 8.206 eV. As for the spin multiplicity: 1. The total charge is 0. The HOMO energy comes out at -7.753 eV.

b | Here is an isolated molecule of C22H31N3O4 from OMol25. Energies are from ωB97M-V/def2-TZVPD.

```
60
Properties=species:S:1:pos:R:3:mulliken_charge:R:1
C -3.64 -0.95 -0.98 -0.9485
C -2.64 -2.06 -0.80 -0.4795
O -1.36 -1.58 -1.25 -0.1061
C -0.45 -2.51 -1.56 -0.2787
O -0.65 -3.69 -1.55 -0.6050
C 0.91 -1.88 -1.90 2.6357
C 1.76 -1.84 -0.61 -1.7714
C 1.03 -1.56 0.70 0.4257
O 0.84 -2.47 1.50 -0.7099
N 0.67 -0.28 0.93 0.6665
C -0.01 0.09 2.16 -0.4305
C 1.02 0.34 3.28 -1.7783
C 1.96 1.47 2.99 0.5751
C 3.07 1.30 2.16 -0.0810
C 3.88 2.39 1.88 -0.6606
C 3.56 3.62 2.44 -0.3152
N 2.52 3.80 3.25 -0.6821
C 1.76 2.74 3.50 -0.1892
C -0.97 1.28 1.96 0.8126
C -1.08 1.89 0.56 -0.4923
C -2.30 2.81 0.70 -0.9658
C -3.27 2.06 1.65 -0.7766
C -2.43 0.93 2.28 -0.9315
C 1.59 -2.78 -2.94 -1.3112
C 0.82 -2.77 -4.25 -0.6167
C 0.79 -1.37 -4.83 -0.7044
N 0.44 -0.38 -3.80 -0.1191
C 0.72 -0.47 -2.48 -0.2708
O 0.81 0.53 -1.79 -0.7081
H -4.61 -1.26 -0.60 0.3988
H -3.33 -0.05 -0.44 0.0346
H -3.74 -0.69 -2.04 0.3504
H -2.54 -2.36 0.25 0.2945
H -2.90 -2.95 -1.38 0.4121
H 2.22 -2.82 -0.48 0.4376
H 2.55 -1.10 -0.76 0.3231
H 0.76 0.36 0.15 0.2673
H -0.58 -0.79 2.46 0.6419
H 0.47 0.55 4.20 0.5494
H 1.57 -0.59 3.44 0.5370
H 3.30 0.33 1.75 0.4140
H 4.75 2.29 1.24 0.3858
H 4.17 4.49 2.24 0.3663
H 0.92 2.92 4.18 0.3998
H -0.66 2.09 2.63 -0.1499
H -0.19 2.42 0.24 0.4480
H -1.28 1.11 -0.17 -0.0293
H -1.98 3.75 1.17 0.4066
H -2.75 3.07 -0.25 0.4206
H -3.68 2.74 2.40 0.3292
H -4.12 1.66 1.10 0.3535
H -2.67 -0.03 1.81 0.2202
H -2.61 0.82 3.35 0.4037
H 2.62 -2.42 -3.09 0.4072
H 1.65 -3.79 -2.54 0.4470
H 1.29 -3.44 -4.98 0.4201
H -0.19 -3.14 -4.08 0.2918
H 1.77 -1.11 -5.25 0.3192
H 0.06 -1.29 -5.63 0.3621
H 0.36 0.58 -4.10 0.3545
```

Its SMILES is CCOC(=O)[C@@]1(CC(=O)N[C@@H](Cc2cccnc2)C2CCCC2)CCCNC1=O. The HOMO-LUMO gap is 9.589 eV. As for the spin multiplicity: 1. The total charge is 0. The HOMO energy comes out at -9.066 eV.

Most stable structure: b